Below is a molecular structure, C46H55BGeIrN6S3, with properties calculated with ωB97M-V/def2-TZVPD.

Positions of all 113 atoms, in Å:
Ir -0.55 -0.16 -1.45
Ge -0.08 -0.02 -5.03
S 1.47 -1.36 -1.23
S -1.99 -2.04 -1.02
S -2.07 1.56 -1.16
N 1.60 1.04 1.85
N 1.19 0.17 0.94
N -0.24 -1.71 2.47
N -1.28 1.01 1.35
N -1.21 1.22 2.68
N -0.70 -1.49 1.24
C 0.55 2.74 -5.66
C 1.90 -2.16 -5.59
C -3.26 1.96 5.45
C -4.52 -0.21 -6.72
C 3.43 -0.49 0.44
C -3.20 2.42 1.14
C -1.59 -3.69 1.11
C 3.18 1.53 4.50
C 2.05 -0.53 0.16
C -4.26 3.02 0.29
C -2.17 1.63 0.56
C 0.19 -4.20 -4.77
C -1.93 -0.06 -5.75
C 1.56 -2.61 4.52
C 2.37 3.44 3.03
C 0.86 1.44 -6.02
C 2.63 2.25 -7.43
C 1.88 1.19 -6.93
C -2.30 -4.75 0.33
C 4.74 2.68 2.91
C -2.09 2.02 3.24
C -0.74 -2.02 5.34
C 4.39 -1.31 -0.35
C -4.17 0.81 -5.85
C -1.98 2.38 4.72
C 0.07 -3.00 4.48
C -1.81 3.91 4.80
C -2.28 -1.08 -6.63
C 1.44 -4.51 -5.28
C 0.01 0.65 -3.21
C -2.87 0.89 -5.37
C -0.78 1.72 5.39
C 2.32 3.55 -7.06
C -3.15 2.58 2.49
C -0.22 -2.87 -4.68
C 3.30 2.22 3.12
C -0.43 -2.87 3.05
C -1.37 -2.41 0.54
C -3.58 -1.16 -7.11
C 2.30 -3.49 -5.68
C 2.89 1.19 2.08
C -1.10 -3.90 2.37
C -0.11 -4.41 5.03
C 1.28 3.80 -6.17
C 3.83 0.37 1.43
C 0.63 -1.85 -5.12
B -0.32 -0.06 0.72
H -0.80 1.95 6.46
H 2.55 4.11 3.87
H -4.15 2.44 5.04
H -3.18 2.25 6.50
H -3.40 0.88 5.41
H 0.79 1.41 -3.05
H -2.59 1.70 -4.70
H 1.92 -2.64 5.55
H -0.68 -1.02 4.91
H -2.30 -5.69 0.87
H -0.27 2.94 -4.96
H 4.88 0.46 1.66
H -4.73 2.27 -0.34
H 4.28 -2.37 -0.11
H 3.24 2.27 5.29
H -3.83 3.77 -0.38
H 0.27 -4.44 6.05
H -1.21 -2.63 -4.31
H -5.52 -0.25 -7.12
H -0.48 -4.99 -4.45
H 4.96 3.49 3.61
H -0.81 0.64 5.28
H -2.70 4.44 4.45
H -1.83 -4.89 -0.65
H -3.92 3.16 2.99
H -0.35 -2.00 6.35
H -0.96 4.24 4.20
H 1.75 -5.54 -5.36
H -1.64 4.19 5.83
H 1.33 3.14 3.02
H 2.23 1.00 4.58
H -1.23 -4.87 2.83
H 2.16 -3.30 3.93
H 2.58 -1.38 -5.89
H 5.42 -1.02 -0.14
H -1.55 -1.81 -6.95
H -3.86 -1.96 -7.78
H 3.98 0.81 4.63
H 2.09 0.18 -7.27
H 5.46 1.88 3.11
H -5.02 3.50 0.90
H 4.90 3.05 1.90
H -1.16 -4.71 5.06
H 3.44 2.06 -8.12
H -4.90 1.55 -5.55
H -3.34 -4.45 0.14
H 0.15 2.09 4.97
H -1.79 -2.32 5.38
H 1.04 4.82 -5.89
H 0.46 -5.15 4.45
H 2.89 4.38 -7.47
H 2.57 4.00 2.11
H 1.70 -1.60 4.13
H 4.20 -1.20 -1.42
H 3.28 -3.73 -6.07

- Multiplicity: 2
- HOMO energy (alpha / beta): -12.99 / -12.99 eV
- Orbital gap (alpha / beta): 5.9 / 5.3 eV
- Charge: +2
- ΔE to the lowest compared entry with this formula, charge and spin: 38.2 kcal/mol

Atom charges from the Löwdin analysis, given in e for atoms 1 to 6: 0.706, 0.976, 0.731, 0.769, 0.727, 0.195